1.
Entry from the OMol25 dataset: a cluster of 5 separate species, C22H57N3O8 in total at a distorted geometry (ωB97M-V with the def2-TZVPD basis set).

Results
* 2S+1: 1
* SMILES: COCCNCCOC.COCCNCCOC.COCCNCCOC.CCO.CCO
* HOMO energy: -8.65 eV

Last column: Löwdin charge in e.
Element x y z (Å)
C1 16.326 -11.972 27.953  -0.116
O1 17.023 -12.791 28.859  -0.191
C2 18.313 -13.135 28.397  -0.244
C3 18.979 -13.989 29.452  -0.217
N1 18.291 -15.228 29.760  -0.046
C4 18.456 -16.251 28.731  -0.220
C5 17.618 -17.463 29.052  -0.245
O2 16.274 -17.146 28.755  -0.181
C6 15.369 -18.182 29.034  -0.110
H1 16.354 -12.396 26.939  0.088
H2 16.760 -10.965 27.906  0.087
H3 15.294 -11.906 28.287  0.086
H4 18.907 -12.232 28.192  0.125
H5 18.224 -13.698 27.455  0.115
H6 19.130 -13.388 30.351  0.116
H7 19.978 -14.221 29.059  0.119
H8 17.290 -15.038 29.784  0.106
H9 19.505 -16.561 28.687  0.122
H10 18.156 -15.936 27.721  0.118
H11 17.748 -17.786 30.092  0.130
H12 17.992 -18.291 28.430  0.101
H13 14.512 -18.117 28.363  0.082
H14 14.935 -18.065 30.038  0.088
H15 15.797 -19.183 28.949  0.082
C7 16.432 -18.692 20.278  -0.105
O3 15.381 -19.235 21.051  -0.188
C8 15.846 -20.134 22.034  -0.235
C9 14.651 -20.668 22.783  -0.200
N2 14.006 -19.604 23.564  -0.061
C10 12.649 -19.958 23.944  -0.209
C11 11.986 -18.821 24.678  -0.237
O4 11.869 -17.733 23.796  -0.184
C12 11.460 -16.563 24.450  -0.117
H16 15.985 -18.164 19.438  0.088
H17 17.076 -19.479 19.875  0.087
H18 17.020 -17.983 20.870  0.090
H19 16.545 -19.619 22.709  0.117
H20 16.392 -20.975 21.581  0.128
H21 15.000 -21.465 23.450  0.096
H22 13.968 -21.135 22.061  0.128
H23 13.961 -18.808 22.931  0.117
H24 12.699 -20.816 24.622  0.123
H25 12.019 -20.238 23.087  0.127
H26 12.581 -18.561 25.565  0.125
H27 10.993 -19.148 25.023  0.129
H28 10.509 -16.710 24.983  0.089
H29 11.302 -15.792 23.698  0.087
H30 12.211 -16.220 25.173  0.090
C13 19.463 -29.607 26.713  -0.114
O5 18.250 -28.891 26.751  -0.200
C14 18.025 -28.293 28.008  -0.248
C15 16.607 -27.798 28.112  -0.210
N3 16.412 -26.448 27.609  -0.052
C16 16.958 -26.188 26.277  -0.209
C17 16.322 -24.956 25.706  -0.248
O6 14.934 -25.145 25.582  -0.179
C18 14.279 -23.927 25.299  -0.100
H31 20.296 -29.018 27.112  0.087
H32 19.648 -29.881 25.677  0.087
H33 19.407 -30.537 27.298  0.088
H34 18.730 -27.468 28.170  0.124
H35 18.171 -29.041 28.800  0.123
H36 16.305 -27.814 29.164  0.115
H37 15.932 -28.528 27.634  0.127
H38 15.438 -26.175 27.600  0.105
H39 16.835 -27.045 25.603  0.124
H40 18.034 -26.002 26.361  0.105
H41 16.770 -24.712 24.727  0.133
H42 16.549 -24.090 26.349  0.102
H43 14.509 -23.188 26.083  0.086
H44 13.210 -24.112 25.279  0.091
H45 14.640 -23.477 24.365  0.074
C19 17.485 -19.817 25.995  -0.066
C20 16.390 -20.823 26.300  -0.324
O7 15.107 -20.221 26.153  -0.103
H46 17.557 -19.584 24.931  0.061
H47 18.461 -20.212 26.298  0.071
H48 17.292 -18.887 26.528  0.059
H49 16.458 -21.253 27.299  0.101
H50 16.438 -21.661 25.585  0.089
H51 14.978 -20.029 25.208  0.028
C21 19.159 -23.181 27.600  -0.082
C22 18.859 -22.891 29.060  -0.310
O8 17.489 -23.117 29.368  -0.088
H52 19.237 -24.253 27.402  0.061
H53 20.128 -22.752 27.326  0.077
H54 18.375 -22.770 26.966  0.046
H55 19.029 -21.837 29.281  0.107
H56 19.508 -23.488 29.708  0.110
H57 17.340 -24.062 29.474  0.072

=====

2.
Entry from the OMol25 dataset: a structure of composition C22H58BN4O4SSi2 at a distorted geometry (ωB97M-V with the def2-TZVPD basis set).

Results
* 2S+1: 1
* net charge: -1
* HOMO energy: -4.19 eV

Last column: Löwdin charge in e.
Element x y z (Å)
C1 5.141 1.901 -0.349  -0.126
C2 4.056 1.058 -1.028  -0.218
B1 2.578 1.545 -0.748  -0.581
O1 2.349 2.550 0.150  0.049
Si1 1.123 0.595 -1.803  0.247
S1 1.285 -1.521 -1.384  0.442
O2 -0.425 1.091 -1.629  -0.352
Si2 -0.944 2.350 -0.648  0.426
C3 -0.569 2.016 1.160  -0.135
N1 -0.031 3.774 -1.170  -0.043
C4 -2.817 2.646 -0.877  -0.770
O3 -3.573 2.243 0.033  -0.105
O4 -3.097 3.222 -1.954  -0.118
H1 5.062 2.953 -0.637  0.070
H2 6.146 1.562 -0.613  0.067
H3 5.024 1.872 0.735  0.057
H4 4.149 0.012 -0.706  0.078
H5 4.205 1.037 -2.116  0.100
H6 2.005 3.381 -0.209  0.081
H7 1.495 0.628 -3.243  -0.018
H8 0.730 -1.560 -0.166  -0.216
H9 0.181 2.724 1.516  0.024
H10 -1.497 2.146 1.718  0.015
H11 -0.166 1.015 1.337  0.022
H12 -0.558 4.618 -0.970  0.038
H13 0.086 3.742 -2.179  0.037
C5 -3.657 1.545 4.063  -0.088
C6 -3.401 0.355 3.153  -0.266
N2 -2.178 -0.366 3.481  -0.192
C7 -1.781 -1.306 2.450  -0.255
C8 -2.694 -2.506 2.166  -0.080
C9 -2.062 -0.830 4.848  -0.254
C10 -3.149 -1.775 5.386  -0.088
H14 -2.800 2.221 4.058  0.075
H15 -4.524 2.094 3.697  0.076
H16 -3.861 1.249 5.095  0.058
H17 -3.300 0.728 2.129  0.097
H18 -4.292 -0.295 3.158  0.103
H19 -0.777 -1.671 2.695  0.106
H20 -1.674 -0.733 1.524  0.098
H21 -2.624 -3.270 2.942  0.052
H22 -2.400 -2.972 1.223  0.068
H23 -3.737 -2.204 2.070  0.068
H24 -2.026 0.047 5.499  0.098
H25 -1.083 -1.306 4.955  0.110
H26 -4.147 -1.440 5.101  0.064
H27 -3.109 -1.799 6.478  0.065
H28 -3.021 -2.798 5.033  0.050
C11 -3.708 3.231 -5.860  -0.086
C12 -3.341 1.938 -6.575  -0.284
N3 -2.325 1.179 -5.870  -0.198
C13 -1.763 0.095 -6.647  -0.260
C14 -2.683 -1.067 -7.052  -0.092
C15 -2.639 0.877 -4.476  -0.233
C16 -3.914 0.077 -4.182  -0.071
H29 -2.819 3.837 -5.684  0.080
H30 -4.402 3.806 -6.477  0.066
H31 -4.186 3.054 -4.897  0.068
H32 -2.937 2.181 -7.565  0.110
H33 -4.264 1.359 -6.754  0.097
H34 -0.909 -0.305 -6.094  0.109
H35 -1.348 0.533 -7.563  0.103
H36 -2.903 -1.723 -6.211  0.052
H37 -2.193 -1.673 -7.819  0.062
H38 -3.627 -0.711 -7.466  0.061
H39 -2.706 1.817 -3.926  0.080
H40 -1.779 0.362 -4.041  0.108
H41 -4.763 0.432 -4.770  0.065
H42 -4.169 0.203 -3.128  0.075
H43 -3.795 -0.992 -4.368  0.050
C17 5.121 -3.671 4.726  -0.096
C18 4.385 -2.457 4.179  -0.278
N4 5.082 -1.817 3.078  -0.198
C19 4.532 -0.518 2.725  -0.237
C20 3.106 -0.472 2.168  -0.069
C21 5.416 -2.682 1.956  -0.245
C22 4.272 -3.416 1.242  -0.076
H44 6.139 -3.407 5.015  0.077
H45 4.601 -4.048 5.608  0.070
H46 5.168 -4.485 4.002  0.062
H47 4.294 -1.713 4.975  0.116
H48 3.356 -2.757 3.920  0.101
H49 5.211 -0.052 2.007  0.099
H50 4.577 0.108 3.622  0.112
H51 3.061 -0.828 1.140  0.027
H52 2.742 0.558 2.166  0.078
H53 2.408 -1.061 2.766  0.070
H54 6.133 -3.428 2.310  0.096
H55 5.968 -2.077 1.232  0.113
H56 3.566 -3.851 1.951  0.067
H57 4.679 -4.233 0.642  0.071
H58 3.715 -2.768 0.566  0.040

=====

3.
Entry from the OMol25 dataset: a structure of composition C22H58FFeO8 at a distorted geometry (ωB97M-V with the def2-TZVPD basis set).

Results
* 2S+1: 6
* HOMO energy (spin up / spin down): -8.35 / -7.88 eV

Last column: Löwdin spin population.
Element x y z (Å)
Fe1 0.931 0.170 0.453  4.295
C1 1.827 4.433 -0.566  0.006
C2 1.539 3.525 0.641  0.023
O1 1.617 2.093 0.398  0.241
H1 1.154 4.336 -1.417  0.000
H2 2.865 4.529 -0.886  0.000
H3 1.540 5.424 -0.214  0.001
H4 0.556 3.882 0.949  0.002
H5 2.053 3.822 1.554  0.004
C3 4.815 0.272 0.870  0.003
C4 4.043 -1.019 0.578  0.022
O2 2.742 -0.821 0.199  0.173
H6 4.361 0.893 1.642  0.000
H7 4.922 0.868 -0.036  0.000
H8 5.844 0.151 1.207  0.000
H9 3.998 -1.386 1.603  0.005
H10 4.542 -1.727 -0.083  0.004
F1 -0.991 0.705 0.734  0.093
C5 -2.685 4.034 0.087  0.000
C6 -3.580 3.556 1.231  0.000
C7 -4.945 2.930 0.836  0.000
O3 -2.867 2.628 1.899  0.001
H11 -3.169 4.866 -0.423  0.000
H12 -2.476 3.286 -0.678  0.000
H13 -1.684 4.372 0.356  0.000
H14 -3.744 4.462 1.814  0.000
H15 -4.773 1.954 0.383  0.000
H16 -5.456 3.497 0.058  0.000
H17 -5.617 2.782 1.682  0.000
H18 -2.278 2.094 1.362  0.001
C8 0.948 -4.024 0.891  0.001
C9 0.237 -3.104 -0.128  0.003
C10 -1.096 -3.649 -0.740  0.001
O4 0.057 -1.858 0.482  0.030
H19 1.821 -3.497 1.276  0.000
H20 1.122 -4.972 0.381  0.000
H21 0.240 -4.255 1.687  0.000
H22 0.948 -2.847 -0.913  0.000
H23 -1.842 -2.880 -0.944  0.000
H24 -1.504 -4.381 -0.042  0.000
H25 -1.115 -4.307 -1.609  0.000
H26 -0.774 -1.995 0.944  0.000
C11 -4.406 -1.514 0.253  0.000
C12 -3.844 -2.049 1.552  0.000
C13 -4.044 -3.570 1.540  0.000
O5 -2.520 -1.758 1.757  0.000
H27 -4.523 -0.430 0.277  0.000
H28 -5.248 -2.077 -0.151  0.000
H29 -3.682 -1.743 -0.529  0.000
H30 -4.280 -1.498 2.386  0.000
H31 -5.073 -3.715 1.209  0.000
H32 -4.060 -4.142 2.468  0.000
H33 -3.394 -4.046 0.807  0.000
H34 -2.416 -0.822 1.571  0.000
C14 3.952 -2.157 -4.130  0.000
C15 3.068 -1.350 -3.198  0.000
C16 3.362 0.137 -3.439  0.000
O6 1.716 -1.673 -3.522  0.001
H35 3.664 -1.896 -5.149  0.000
H36 3.807 -3.228 -3.990  0.000
H37 5.010 -1.902 -4.059  0.000
H38 3.320 -1.688 -2.193  0.000
H39 3.133 0.367 -4.479  0.000
H40 4.356 0.533 -3.230  0.000
H41 2.779 0.839 -2.842  0.000
H42 1.687 -1.883 -4.458  0.000
C17 -0.550 0.001 4.207  0.001
C18 0.609 0.713 3.457  0.002
C19 1.688 0.923 4.526  0.002
O7 1.189 -0.081 2.444  0.044
H43 -0.894 0.712 4.959  0.000
H44 -0.170 -0.926 4.638  0.000
H45 -1.411 -0.074 3.542  0.000
H46 0.283 1.663 3.034  -0.001
H47 2.683 1.099 4.116  0.000
H48 1.700 0.028 5.147  0.000
H49 1.583 1.783 5.188  0.001
H50 1.708 -0.748 2.899  0.002
C20 0.137 1.678 -3.487  0.001
C21 -0.381 0.800 -2.296  0.001
C22 -1.366 -0.255 -2.703  0.000
O8 0.689 0.069 -1.700  0.034
H51 -0.688 2.166 -4.006  0.000
H52 0.551 0.983 -4.217  0.000
H53 0.913 2.366 -3.153  0.000
H54 -0.789 1.480 -1.548  -0.001
H55 -2.094 -0.440 -1.913  0.000
H56 -0.959 -1.191 -3.085  0.000
H57 -1.949 0.088 -3.558  0.000
H58 1.028 -0.415 -2.456  0.002